Computed, not measured: a structure of composition C7H14B3ClO4Tl at a distorted geometry, with wB97M-V/def2-TZVPD.

Computed properties:
- multiplicity = 1
- net charge = +3
- molecular weight (g/mol) = 434.46
- frontier orbital gap (eV) = 3.77

XYZ file:
```
30
Properties=species:S:1:pos:R:3:mulliken_charge:R:1
C 2.69415 -2.36465 0.85145 -1.35
C 1.81829 -1.16504 0.60439 -0.09
C 1.89228 -0.57730 -0.88947 -0.89
C 1.56366 0.80960 -1.01017 0.62
C 2.41573 1.78638 -0.20524 -1.20
B -0.13207 1.49251 -0.49734 0.13
O -0.21711 2.67484 0.03334 -0.02
B -1.08830 2.63196 1.20018 0.51
Cl -0.61109 3.27143 2.67543 -0.07
O -2.22918 1.87727 0.96119 -0.25
B -2.21669 0.75451 0.20132 0.19
C -3.30707 -0.35690 0.34451 -0.37
C -3.40186 -1.34924 -0.78163 0.13
O -4.41799 -1.69988 -1.36514 -0.48
O -1.10984 0.64662 -0.75789 -0.31
H 3.66944 -2.09412 1.24785 0.37
H 2.21070 -2.93625 1.65274 0.37
H 2.80673 -3.00702 -0.01676 0.42
H 1.99551 -0.41690 1.37444 0.40
H 0.74779 -1.42691 0.63358 0.19
H 1.19926 -1.10531 -1.56211 0.47
H 2.89342 -0.87238 -1.27529 0.51
H 1.48744 1.03196 -2.10144 0.38
H 2.28263 2.75599 -0.68982 0.52
H 3.42902 1.36669 -0.26548 0.39
H 2.18873 1.94429 0.85062 0.44
H -4.28075 0.11268 0.48745 0.34
H -3.05333 -0.94434 1.23740 0.39
H -2.46072 -1.82796 -1.10267 0.37
Tl -6.76879 -1.01254 -1.83540 0.88
```